The following is a quantum chemistry calculation of C20H43ClInN10O8 as an isolated structure at a distorted geometry, from OMol25.

Geometry as ORCA input:
```
! wB97M-V def2-TZVPD RIJCOSX def2/J DEFGRID3
* xyz -1 1
In 1.69376 -0.71817 0.68234
Cl -0.23167 -2.28245 1.05156
O -1.06802 -7.00414 5.09386
O -2.87542 1.41984 1.68227
O -6.80227 7.22255 -1.32983
O 5.30389 3.62002 -5.67012
O 5.99640 0.03047 -5.70917
O 2.83638 -3.54343 -1.93306
O -7.13521 3.35515 0.36157
O 0.93784 0.83416 -0.50884
N -1.12764 -5.57253 3.34321
N 7.10971 2.54760 -6.50946
N 5.42871 -1.68884 -4.34653
N -5.38310 8.31083 -2.71541
N -3.05910 -6.17818 4.39791
N -5.18857 3.20689 -0.78187
N 6.70413 4.72574 -7.06581
N 4.20595 0.23338 -4.34140
N -5.01436 6.12211 -2.17189
N -7.17721 3.35259 -1.89965
C -6.54043 3.30798 -0.70257
C 3.41851 -1.72722 -0.38068
C 2.74642 -4.36445 0.37807
C 1.32391 -0.00162 3.85716
C 2.15700 -6.75038 2.35033
C 6.30776 3.62807 -6.36897
C -4.21660 1.00726 2.02887
C 2.40635 -7.04558 0.82381
C -2.12395 1.88757 2.83222
C 2.69638 -5.84594 -0.14224
C -5.79991 7.21808 -2.02581
C 2.38722 0.15660 2.64248
C -1.70830 -6.29695 4.32714
C -4.31107 -0.14802 3.13612
C -1.07962 0.71893 3.22077
C 3.00462 -3.22891 -0.69990
C 5.25682 -0.44438 -4.85316
C 2.51822 -4.11003 1.90580
C 2.22349 -5.29493 2.88860
C 0.26813 1.24469 3.92378
H -0.12487 -5.63329 3.25735
H -3.62476 -1.05472 2.92077
H -6.70666 3.31513 -2.78553
H -5.39296 -0.54144 3.13482
H -5.94026 9.14530 -2.63266
H 4.83290 -2.09567 -3.64488
H 4.04336 1.16525 -4.69243
H 7.93633 2.53588 -7.07819
H 1.93566 0.05119 4.82835
H -4.18682 6.09974 -2.73987
H 1.91074 -7.62518 3.05447
H -0.77385 0.22050 2.23988
H 3.58996 -0.13879 -3.64018
H -4.67965 3.16574 -1.64658
H -1.47721 2.78298 2.49323
H -3.52859 -6.70226 5.11775
H 6.20161 -2.22631 -4.70266
H -1.63556 -4.98675 2.70459
H 2.59536 1.27148 2.50707
H -3.60286 -5.60419 3.77965
H -4.67903 3.17061 0.08801
H 3.37152 -0.34616 2.98818
H 0.76981 -1.00504 3.85306
H 6.84719 1.70901 -6.00534
H -4.03451 0.20905 4.19783
H 0.71453 2.17978 3.43003
H 2.03556 -5.01503 3.97571
H -2.76447 2.21962 3.71828
H -4.56242 8.32827 -3.29288
H 6.13231 5.55057 -6.98674
H -1.55361 -0.09474 3.89235
H 3.53540 -1.18719 -1.39802
H 2.53483 -3.03577 2.29901
H -8.18110 3.42819 -1.88236
H 0.04369 1.44030 5.03271
H -4.67464 0.56729 1.06203
H -0.03103 0.72328 -0.62116
H -4.84428 1.89518 2.39188
H -5.28973 5.28728 -1.67462
H 4.43123 -1.63144 0.14787
H 2.37051 -8.11306 0.43397
H 7.52313 4.75448 -7.64459
H 2.84409 -6.08343 -1.25166
*
```

Computed properties:
- lowest unoccupied orbital energy (Ha) = 0.0703
- energy (eV) = -70417.26308
- frontier orbital gap (eV) = 7.55